The following is a DFT calculation (wB97M-V/def2-TZVPD) of a cluster of 8 separate species, C26H50BN2O18S2 in total.

```
99
Properties=species:S:1:pos:R:3:mulliken_charge:R:1
O 1.985 2.657 -0.933 -0.591
C 1.126 1.870 -0.677 0.438
O 1.282 0.655 -0.181 -0.586
B -0.034 -0.022 -0.086 0.806
O -1.012 1.071 -0.261 -0.283
C -0.400 2.132 -0.762 0.643
O -0.938 3.118 -1.180 -0.440
O -0.204 -0.677 1.227 -0.289
C -0.354 -1.972 1.046 0.315
O -0.537 -2.817 1.872 -0.529
C -0.342 -2.253 -0.473 0.551
O -0.183 -1.086 -1.089 -0.542
O -0.481 -3.321 -0.983 -0.548
C -3.889 4.280 -1.704 -0.756
S -4.730 3.960 -0.145 0.432
O -5.995 3.245 -0.455 -0.643
C -3.594 2.781 0.584 -0.554
H -2.978 4.837 -1.510 0.189
H -4.594 4.964 -2.194 0.398
H -3.816 3.417 -2.361 0.247
H -3.393 1.886 0.004 0.126
H -4.091 2.499 1.516 0.385
H -2.661 3.281 0.839 0.179
C 2.853 -3.928 -0.308 -0.549
S 3.937 -5.013 -1.244 0.414
O 4.083 -6.254 -0.432 -0.637
C 2.688 -5.360 -2.501 -0.972
H 3.377 -3.337 0.439 0.447
H 2.114 -4.566 0.177 0.188
H 2.373 -3.261 -1.028 0.029
H 2.685 -4.506 -3.181 0.350
H 1.759 -5.557 -1.971 0.276
H 3.024 -6.208 -3.094 0.439
C 2.487 4.652 -5.740 0.179
O 2.565 5.827 -6.040 -0.591
N 2.238 4.160 -4.507 0.139
C 1.992 5.040 -3.406 -0.701
C 2.411 2.781 -4.192 -0.690
H 2.600 3.841 -6.483 0.256
H 1.956 6.063 -3.772 0.325
H 2.801 4.989 -2.667 0.288
H 1.082 4.782 -2.861 0.116
H 2.673 2.193 -5.073 0.314
H 3.135 2.604 -3.394 0.301
H 1.482 2.326 -3.830 0.077
C -0.773 -6.427 1.613 0.349
O -0.842 -7.226 0.705 -0.666
N -0.770 -6.761 2.929 0.124
C -0.610 -5.757 3.941 -0.722
C -0.991 -8.125 3.328 -1.059
H -0.720 -5.339 1.441 0.226
H -0.944 -4.784 3.560 0.025
H 0.437 -5.564 4.206 0.262
H -1.182 -5.935 4.851 0.439
H -0.344 -8.343 4.187 0.389
H -2.032 -8.282 3.606 0.306
H -0.622 -8.809 2.569 0.341
O -2.288 0.039 6.046 -0.594
C -1.382 -0.408 5.380 0.747
O -1.233 -1.703 5.100 -0.321
C -2.337 -2.551 5.440 -0.181
C -3.410 -2.558 4.361 -0.874
C -0.302 0.438 4.792 -0.738
H -2.712 -2.329 6.434 0.432
H -1.898 -3.549 5.462 0.095
H -3.299 -1.753 3.632 0.195
H -4.401 -2.391 4.788 0.325
H -3.405 -3.487 3.794 0.298
H -0.158 1.369 5.324 0.382
H -0.540 0.580 3.733 -0.055
H 0.663 -0.075 4.750 0.314
O 0.138 7.108 2.038 -0.595
C 1.008 6.358 1.688 0.507
O 2.122 6.122 2.402 -0.288
C 2.361 6.875 3.559 -0.323
C 3.384 7.964 3.333 -1.025
C 1.009 5.580 0.415 -0.482
H 2.614 6.221 4.401 0.329
H 1.440 7.311 3.974 0.318
H 3.188 8.503 2.408 0.293
H 4.404 7.568 3.273 0.270
H 3.436 8.660 4.172 0.340
H 1.601 4.673 0.543 0.215
H 1.623 6.125 -0.309 0.246
H 0.018 5.383 0.030 0.138
O -0.661 -3.453 -6.284 -0.608
C -0.603 -3.416 -5.081 0.662
O -0.514 -2.285 -4.382 -0.049
C -0.606 -1.075 -5.155 -0.539
C -0.669 0.100 -4.229 -0.679
C -0.563 -4.624 -4.197 -0.679
H -1.526 -1.133 -5.744 0.345
H 0.200 -1.045 -5.890 0.341
H 0.266 0.394 -3.764 -0.035
H -1.466 -0.057 -3.503 0.184
H -1.007 0.958 -4.823 0.560
H -0.832 -4.433 -3.157 0.173
H 0.459 -5.002 -4.139 0.035
H -1.211 -5.427 -4.541 0.359
```

Properties
- E (hartree) = -3306.07808
- net charge = -1
- gap between HOMO and LUMO (eV) = 8.957

The following is a DFT calculation (wB97M-V/def2-TZVPD) of a structure of composition C7H17BI2NO2S4Tl.

```
35
Properties=species:S:1:pos:R:3:mulliken_charge:R:1
Tl -1.214 -1.939 -2.195 0.439
S 0.599 -3.936 -3.469 -0.418
S 1.855 -2.446 -3.015 -0.143
S 2.587 -2.659 -1.089 -0.059
S 0.976 -2.132 0.159 -0.365
I -4.058 -3.654 -2.946 0.066
C -3.186 -5.280 -1.821 -0.871
I -1.582 -4.715 -0.475 0.128
H -2.791 -5.992 -2.539 0.399
H -3.982 -5.713 -1.222 0.384
C 0.649 1.792 2.688 -1.994
C 0.352 1.664 1.192 1.542
C -0.835 2.555 0.836 -2.003
O -0.011 0.295 0.954 -0.493
B 1.068 -0.340 0.400 0.968
O 2.088 0.491 0.109 -0.570
C 1.636 1.846 0.305 1.561
C 1.342 2.391 -1.095 -1.868
C 2.733 2.687 0.948 -1.773
H -0.228 1.474 3.246 0.520
H 0.879 2.821 2.951 0.365
H 1.483 1.153 2.966 0.380
H -1.641 2.381 1.546 0.492
H -1.211 2.334 -0.158 0.356
H -0.551 3.601 0.889 0.407
H 0.564 1.799 -1.573 0.313
H 2.249 2.296 -1.688 0.527
H 1.048 3.434 -1.065 0.349
H 3.098 2.243 1.869 0.347
H 2.358 3.688 1.151 0.348
H 3.568 2.769 0.257 0.473
N -2.395 -1.315 0.212 -0.520
H -1.823 -0.530 0.510 0.287
H -2.255 -2.035 0.911 0.221
H -3.366 -1.031 0.249 0.205
```

Properties
- E (hartree) = -2867.79392
- net charge = 0
- relative energy (zero: lowest compared OMol25 entry of this formula, charge and spin) (kcal/mol) = 11.9
- gap between HOMO and LUMO (eV) = 6.128

The following is a DFT calculation (wB97M-V/def2-TZVPD) of a structure of composition C21H19Br2F2N4O2SZn.

```
52
Properties=species:S:1:pos:R:3:mulliken_charge:R:1
Zn 0.204 -0.489 0.349 0.221
Br 4.952 1.085 5.626 -0.210
C 3.833 0.827 4.115 0.009
C 4.309 0.131 3.021 -0.994
C 3.440 -0.030 1.949 -0.023
N 2.212 0.461 1.935 0.200
C 1.764 1.120 2.998 0.755
C 2.549 1.331 4.130 -0.790
C 0.367 1.624 2.880 0.300
C -0.162 2.607 3.710 -0.885
C -1.458 3.018 3.456 0.129
Br -2.230 4.358 4.559 -0.212
C -2.187 2.488 2.410 -0.757
C -1.573 1.511 1.633 -0.286
N -0.342 1.088 1.894 0.076
H 5.308 -0.278 3.001 0.420
H 3.737 -0.585 1.067 0.559
H 2.171 1.852 4.998 0.373
H 0.414 3.056 4.505 0.365
H -3.193 2.819 2.197 0.472
H -2.005 1.038 0.741 0.542
C -2.608 -3.488 -2.503 -1.199
S -1.739 -2.028 -1.806 0.643
O -0.963 -1.603 -3.017 -0.872
C -3.238 -1.044 -1.707 0.380
C -3.305 0.125 -2.451 -0.231
C -4.436 0.919 -2.372 -0.617
C -5.488 0.565 -1.529 -0.450
C -5.401 -0.594 -0.774 -0.617
C -4.275 -1.406 -0.864 -0.457
H -3.094 -3.213 -3.440 0.352
H -3.337 -3.868 -1.788 0.358
H -1.844 -4.243 -2.686 0.362
H -2.440 0.395 -3.040 0.394
H -4.491 1.838 -2.943 0.370
H -6.366 1.196 -1.458 0.376
H -6.209 -0.868 -0.105 0.354
H -4.199 -2.297 -0.252 0.347
O -1.069 -0.026 -0.829 -0.704
N 1.271 -0.380 -2.359 0.444
C 1.873 -0.021 -3.498 -0.097
C 3.117 0.477 -3.167 -1.146
C 3.154 0.392 -1.765 -0.137
N 2.035 -0.138 -1.288 -0.588
H 0.262 -0.588 -2.227 0.556
H 1.374 -0.134 -4.446 0.440
H 3.873 0.855 -3.834 0.349
H 3.936 0.694 -1.086 0.391
F 1.887 -2.597 1.644 -0.317
C 0.555 -2.222 1.334 0.182
F -0.076 -2.208 2.602 -0.302
H 0.151 -3.123 0.855 0.171
```

Properties
- E (hartree) = -8706.39795
- net charge = -1
- relative energy (zero: lowest compared OMol25 entry of this formula, charge and spin) (kcal/mol) = 17.5
- gap between HOMO and LUMO (eV) = 5.747

Q: The lowest gap between HOMO and LUMO belongs to which entry?
A: C21H19Br2F2N4O2SZn

Q: Number 2 is which compound?
A: C7H17BI2NO2S4Tl

Q: The lowest E belongs to which entry?
A: C21H19Br2F2N4O2SZn